Below is a structure of composition C5H15IN2O2Sn in a non-equilibrium geometry, with properties calculated with the ωB97M-V functional and the def2-TZVPD basis.

Values from the calculation:
HOMO level   -0.6370 hartree
Kohn-Sham gap   8.6 eV
Net charge   +2

Last column: Löwdin charge in e.
Positions of all 26 atoms, in Å:
C: -1.2174 0.8365 -2.9035  -0.26
C: -1.4296 -0.7173 -2.8880  -0.30
H: -2.3200 0.8272 -2.7647  0.06
H: -0.7802 1.0138 -4.0326  0.16
H: -0.7477 1.7704 -2.2576  0.13
H: -1.1670 -1.6036 -2.1940  0.06
H: -2.5880 -0.7545 -2.8655  0.11
H: -1.0140 -0.8985 -3.8968  0.10
Sn: 0.0670 -0.0417 -0.7556  1.01
C: 1.8842 -0.1224 -1.7226  -0.14
H: 2.1910 -1.1536 -1.6425  0.03
H: 2.3243 0.4862 -0.9302  0.02
H: 2.0709 0.2891 -2.7070  0.06
I: -2.4345 -0.2132 0.3840  0.60
C: -0.0294 0.9706 4.1472  0.00
O: 0.3838 1.6071 2.9276  0.06
C: 0.6527 0.7936 1.9093  -0.54
O: 0.7725 1.2929 0.7372  -0.08
N: 0.7746 -0.5172 2.1034  0.07
N: 0.7426 -1.4186 0.9790  0.01
H: 0.8004 0.3690 4.5640  0.12
H: -0.9465 0.3675 3.9699  0.12
H: -0.2871 1.7558 4.8478  0.12
H: 0.5010 -0.9536 3.0149  0.18
H: 1.6747 -1.7741 0.8086  0.14
H: 0.1216 -2.2113 1.1676  0.14

Force components x, y, z for each atom (eV/Å):
C 0.286 2.373 -1.351
C -1.022 -2.243 -0.629
H 0.958 2.951 -0.629
H -1.389 0.230 3.110
H -0.801 -2.581 -0.784
H 0.348 1.409 -0.651
H 2.122 -1.082 -0.279
H -0.615 -1.137 0.756
Sn -2.175 0.457 0.260
C 0.291 0.086 0.429
H 0.373 -0.271 -0.136
H 0.843 -0.045 -0.356
H -0.418 0.055 -0.052
I 0.950 0.153 -0.426
C -0.299 -0.676 0.865
O 0.579 -1.470 -2.028
C -0.649 2.544 0.051
O -0.183 -0.739 1.151
N -0.659 -2.386 1.146
N 0.226 0.831 0.481
H -0.408 0.320 -0.086
H 0.573 0.295 0.052
H 0.140 0.141 -0.076
H 0.520 0.701 -1.158
H 0.435 -0.217 0.223
H -0.024 0.303 0.116

Below is an isolated molecule of C5H6 in a non-equilibrium geometry, with properties calculated with the ωB97M-V functional and the def2-TZVPD basis.

Values from the calculation:
HOMO level   -0.3133 hartree
Kohn-Sham gap   9.6 eV
SMILES string   C1=CCC=C1

Last column: Löwdin charge in e.
Positions of all 11 atoms, in Å:
C: -0.7367 -0.8910 0.0202  -0.15
C: 0.8224 -0.8457 -0.1701  -0.08
C: 1.2618 0.3718 0.1030  -0.11
C: 0.1006 1.1924 -0.0374  -0.17
C: -1.0955 0.6131 -0.0514  -0.09
H: -1.4995 -1.4213 -0.5471  0.10
H: -0.7312 -1.0832 1.1383  0.13
H: 1.3194 -1.7326 -0.2793  0.06
H: 2.3263 0.6235 0.1277  0.11
H: 0.3524 2.2147 -0.3078  0.10
H: -2.1201 0.9582 0.0039  0.10

Force components x, y, z for each atom (eV/Å):
C 0.675 2.032 1.170
C -3.073 -0.607 0.832
C 0.379 -1.132 -1.503
C 0.372 4.060 -0.309
C 1.021 -2.147 0.518
H 0.709 -0.795 0.029
H -0.614 -0.573 -1.070
H 1.541 -2.021 -0.119
H -0.641 0.347 0.109
H -0.733 0.487 0.688
H 0.365 0.348 -0.346

Below is an isolated molecule of C6H6 in a non-equilibrium geometry, with properties calculated with the ωB97M-V functional and the def2-TZVPD basis.

Values from the calculation:
HOMO level   -0.3482 hartree
Kohn-Sham gap   10.3 eV
SMILES string   C#CCC#CC

Last column: Löwdin charge in e.
Positions of all 12 atoms, in Å:
C: 1.6756 2.0591 0.1089  -0.11
C: 0.5416 1.1358 0.0196  -0.09
C: -0.4298 0.4318 -0.0820  -0.04
C: -1.5799 -0.4643 -0.2470  -0.23
C: -1.2349 -1.6559 -1.0430  -0.13
C: -0.9341 -2.8179 -0.9361  0.09
H: 2.5787 1.5202 0.4187  0.08
H: 1.8413 2.5194 -0.8737  0.08
H: 1.4441 2.8416 0.8423  0.08
H: -2.4977 0.0475 -0.5515  0.11
H: -1.7833 -0.9672 0.7079  0.12
H: -0.6910 -3.7238 -0.4362  0.03

Force components x, y, z for each atom (eV/Å):
C -0.171 -0.143 -0.003
C -0.536 -0.198 -0.073
C 0.258 0.477 -0.121
C 0.029 0.170 0.181
C 0.074 -1.074 0.762
C -0.055 0.516 0.033
H -0.136 0.232 -0.072
H 0.085 -0.044 0.303
H 0.209 -0.122 -0.189
H 0.289 0.053 -0.136
H -0.187 0.636 0.048
H 0.139 -0.504 -0.733

Quick rundown of energy, same order as above: -970.7615; -194.0352; -232.0620 Ha
Quick rundown of relative energy (zero: lowest compared OMol25 entry of this formula, charge and spin), same order as above: 64.0; 118.9; 431.5 kJ/mol